Entry 1:
{"formula": "C60H40BrFeN4O2P2S2", "method": "the ωB97M-V functional and the def2-TZVPD basis", "species": ["Fe", "Br", "C", "C", "C", "C", "O", "C", "C", "N", "C", "C", "C", "C", "C", "C", "C", "C", "N", "C", "C", "H", "H", "H", "H", "H", "H", "H", "H", "H", "H", "O", "C", "C", "C", "C", "C", "C", "P", "C", "C", "C", "C", "C", "C", "C", "C", "C", "C", "C", "C", "C", "C", "C", "C", "C", "C", "P", "C", "C", "C", "C", "C", "C", "C", "C", "C", "C", "C", "C", "H", "H", "H", "H", "H", "H", "H", "H", "H", "H", "H", "H", "H", "H", "H", "H", "H", "H", "H", "H", "H", "H", "H", "H", "H", "H", "H", "H", "S", "C", "C", "C", "C", "N", "C", "C", "C", "S", "C", "N", "H", "H"], "positions_angstrom": [[0.21901, -0.49310, -0.48286], [5.54987, 4.18953, 1.50834], [4.04433, 3.03946, 1.34122], [3.44100, 2.51255, 2.49360], [2.36894, 1.67145, 2.37702], [1.84589, 1.27061, 1.11433], [0.82917, 0.48476, 1.08469], [2.47777, 1.82616, -0.04025], [2.05842, 1.55204, -1.38820], [1.25307, 0.60590, -1.71414], [0.89871, 0.36779, -3.05450], [1.21702, 1.13696, -4.14068], [0.83085, 0.72734, -5.43435], [0.17499, -0.45276, -5.64379], [-0.15305, -1.27527, -4.53949], [-0.75887, -2.54533, -4.65028], [-0.96781, -3.28936, -3.52568], [-0.64623, -2.73941, -2.27178], [-0.14496, -1.53650, -2.11606], [0.16806, -0.82452, -3.24737], [3.55532, 2.72332, 0.10796], [3.81698, 2.78447, 3.47133], [1.87456, 1.29071, 3.26322], [2.49689, 2.17203, -2.16621], [1.73369, 2.07642, -4.01254], [1.06430, 1.36768, -6.27534], [-0.09739, -0.77244, -6.64251], [-1.02799, -2.92285, -5.63001], [-1.40058, -4.27906, -3.57258], [-0.82021, -3.30796, -1.36660], [3.99902, 3.15649, -0.78123], [0.26995, -3.49492, 1.03096], [-0.73900, -3.75433, 1.91485], [-0.65702, -4.73113, 2.89943], [-1.71604, -4.87660, 3.77968], [-2.82708, -4.04866, 3.68040], [-2.85950, -3.05050, 2.71956], [-1.81038, -2.87480, 1.81796], [-1.72285, -1.43622, 0.61617], [-2.55155, -0.25822, 1.75355], [-1.81436, 0.10662, 2.87891], [-2.36825, 0.92777, 3.84874], [-3.66789, 1.39382, 3.70086], [-4.39931, 1.04428, 2.57424], [-3.84543, 0.21909, 1.60356], [-3.05721, -1.96139, -0.55777], [-3.73015, -3.17481, -0.41383], [-4.69743, -3.57277, -1.32892], [-5.00988, -2.76442, -2.40927], [-4.34464, -1.55731, -2.56916], [-3.37614, -1.15976, -1.65974], [1.12854, -4.38271, 0.46610], [0.96985, -5.76039, 0.45155], [1.95697, -6.53337, -0.14524], [3.06974, -5.93835, -0.72027], [3.17584, -4.55355, -0.74298], [2.19487, -3.75296, -0.17294], [2.18996, -1.89467, -0.19538], [3.23897, -1.63927, 1.28019], [4.62344, -1.51307, 1.28616], [5.30105, -1.30697, 2.48082], [4.60618, -1.25321, 3.67948], [3.22799, -1.42274, 3.68477], [2.54816, -1.60319, 2.49214], [3.24156, -1.61755, -1.67897], [4.17823, -0.58889, -1.76112], [4.80291, -0.29076, -2.96414], [4.49037, -1.00298, -4.11254], [3.54217, -2.01382, -4.05209], [2.92514, -2.31575, -2.84814], [0.22813, -5.34585, 2.98994], [-1.66518, -5.63430, 4.55156], [-3.65343, -4.16089, 4.37019], [-3.70939, -2.38057, 2.67385], [-0.78845, -0.23347, 2.97304], [-1.78287, 1.21663, 4.71258], [-4.10254, 2.03802, 4.45439], [-5.40631, 1.42078, 2.44302], [-4.41801, -0.03211, 0.71912], [-3.49294, -3.83506, 0.40900], [-5.20433, -4.52067, -1.19372], [-5.75799, -3.07650, -3.12797], [-4.56979, -0.91449, -3.41128], [-2.86621, -0.22283, -1.82639], [0.09584, -6.22451, 0.88631], [1.85530, -7.61135, -0.14597], [3.84549, -6.54837, -1.16417], [4.02705, -4.08677, -1.22161], [5.18758, -1.58937, 0.36760], [6.37669, -1.18287, 2.47080], [5.13589, -1.07390, 4.60645], [2.67863, -1.38551, 4.61722], [1.46714, -1.68537, 2.48787], [4.39579, 0.01734, -0.89094], [5.52793, 0.51283, -3.00291], [4.97410, -0.76359, -5.05108], [3.26718, -2.55959, -4.94627], [2.17823, -3.10112, -2.82324], [-1.39623, 1.31941, -0.92387], [-0.61827, 2.75993, -0.27754], [-0.78328, 2.98555, 1.07808], [-0.14822, 4.01827, 1.76009], [-0.32605, 4.14895, 3.17555], [-0.47523, 4.25482, 4.31362], [0.67842, 4.87734, 1.02816], [0.79979, 4.71038, -0.34049], [0.15273, 3.67942, -1.05765], [0.36651, 3.60571, -2.76270], [1.39211, 5.94910, 1.67489], [1.95942, 6.81575, 2.17533], [-1.40744, 2.30818, 1.64070], [1.43266, 5.39235, -0.89197]], "forces_ev_per_angstrom": [[-0.098, 0.240, 0.167], [-0.030, 0.002, 0.011], [0.047, -0.027, 0.138], [0.049, 0.052, -0.081], [-0.030, 0.011, 0.026], [-0.049, 0.280, -0.148], [0.049, -0.143, 0.330], [0.030, -0.041, 0.169], [0.191, 0.061, -0.176], [0.020, -0.303, -0.061], [0.165, -0.075, 0.267], [0.203, 0.031, -0.209], [-0.057, -0.065, 0.030], [0.002, 0.003, 0.007], [-0.062, -0.061, -0.041], [0.055, 0.081, -0.039], [-0.004, -0.077, 0.045], [-0.021, -0.073, 0.072], [-0.198, 0.032, -0.705], [0.057, -0.035, 0.160], [-0.017, -0.120, -0.101], [-0.007, 0.025, 0.000], [0.002, 0.002, -0.042], [0.098, -0.097, 0.075], [0.127, -0.170, -0.075], [0.032, 0.007, 0.010], [0.000, -0.013, 0.003], [0.001, -0.005, 0.000], [-0.004, 0.001, 0.024], [-0.063, 0.003, -0.001], [-0.022, 0.005, -0.012], [-0.060, 0.014, 0.013], [0.015, -0.037, -0.102], [-0.003, -0.015, 0.041], [0.001, -0.005, -0.019], [-0.001, -0.001, 0.000], [0.005, 0.044, 0.058], [0.119, 0.114, -0.031], [-0.204, 0.077, 0.426], [0.105, -0.086, 0.003], [0.052, 0.000, -0.001], [0.009, -0.043, 0.035], [-0.018, -0.007, -0.054], [-0.008, 0.001, 0.002], [-0.019, 0.016, -0.071], [-0.020, 0.064, 0.032], [0.032, -0.032, -0.034], [0.016, -0.018, -0.006], [-0.002, -0.004, -0.032], [0.010, 0.011, 0.013], [0.011, -0.096, 0.032], [0.012, 0.018, 0.026], [0.002, -0.054, -0.007], [0.010, 0.020, 0.007], [-0.001, -0.005, 0.012], [0.015, -0.014, 0.015], [-0.019, 0.088, -0.129], [0.180, -0.222, -0.302], [-0.124, 0.112, 0.046], [0.014, -0.106, 0.058], [-0.005, 0.005, 0.002], [-0.021, -0.025, -0.015], [0.038, -0.008, 0.012], [-0.034, 0.019, 0.003], [-0.042, -0.004, 0.006], [0.023, -0.017, 0.072], [0.003, 0.006, -0.008], [-0.015, -0.013, 0.011], [0.021, 0.016, 0.000], [0.010, 0.008, 0.042], [-0.014, 0.014, -0.018], [-0.007, 0.013, 0.004], [-0.003, -0.004, -0.014], [0.011, 0.017, 0.016], [-0.008, 0.029, 0.014], [0.015, 0.031, -0.033], [0.017, 0.022, -0.013], [0.004, 0.002, -0.001], [0.000, -0.014, 0.015], [-0.049, 0.013, -0.031], [0.016, -0.001, 0.008], [-0.008, 0.009, 0.017], [0.004, -0.008, 0.004], [0.026, 0.087, 0.027], [0.021, 0.029, 0.031], [-0.011, 0.002, -0.027], [0.002, 0.009, 0.000], [0.004, -0.027, -0.002], [-0.002, 0.041, -0.038], [-0.003, -0.006, -0.003], [0.003, -0.013, 0.003], [-0.009, 0.008, -0.003], [0.029, 0.046, -0.003], [0.017, -0.017, -0.001], [-0.014, 0.010, 0.006], [-0.015, 0.011, -0.003], [0.001, -0.002, 0.008], [-0.009, 0.009, -0.018], [-0.090, -0.490, -0.381], [0.141, 0.152, -0.151], [-0.011, 0.127, 0.282], [-0.158, -0.192, 0.156], [0.047, 0.085, -0.080], [-0.013, -0.085, -0.020], [0.163, 0.206, -0.142], [-0.039, 0.096, 0.157], [-0.136, 0.069, 0.321], [-0.408, 0.519, 0.026], [-0.058, -0.101, -0.080], [0.014, -0.004, 0.013], [-0.020, -0.045, -0.003], [-0.021, 0.004, -0.041]], "e_above_lowest_kj_mol": 30.2, "charge": -1}

=====

Entry 2:
{"formula": "C18H28N2O3PS", "method": "the ωB97M-V functional and the def2-TZVPD basis", "species": ["N", "C", "C", "C", "C", "C", "C", "C", "C", "C", "P", "S", "C", "O", "C", "C", "C", "O", "H", "H", "H", "H", "H", "H", "H", "H", "H", "H", "H", "H", "H", "H", "C", "N", "C", "C", "C", "C", "O", "H", "H", "H", "H", "H", "H", "H", "H", "H", "H", "H", "H", "H", "H"], "positions_angstrom": [[-2.63344, 4.99596, -0.05538], [-3.60099, 3.83520, -0.16123], [-3.08892, 2.68689, -1.16526], [-2.02394, 1.66025, -0.46320], [-0.49942, 2.06529, -0.81022], [0.13747, 3.14021, 0.14340], [1.57717, 3.64769, -0.11186], [2.37032, 3.05023, -1.32524], [1.74568, 1.96184, -2.27307], [0.28254, 1.45267, -2.03125], [-0.51593, 0.18885, -3.18310], [-1.01709, -1.48475, -2.25970], [2.66740, 1.43868, -3.48723], [2.70987, 0.25126, -3.88186], [3.60178, 2.57846, -4.14958], [4.18070, 3.55640, -3.27825], [3.86501, 3.53941, -1.69409], [4.70277, 3.85416, -0.81642], [-2.23528, 5.03392, 0.89487], [-1.87981, 4.84007, -0.74804], [-4.59750, 4.27616, -0.54396], [-3.82964, 3.35456, 0.84975], [-2.54635, 3.21896, -2.02410], [-3.95990, 2.09045, -1.62347], [-2.24761, 0.56933, -0.74011], [-2.22885, 1.74615, 0.66694], [-0.43924, 3.57246, 1.04128], [2.07947, 4.45047, 0.52756], [0.29375, -0.09661, -4.35269], [-1.69785, 0.84347, -3.71550], [3.76577, 2.56392, -5.27944], [4.86737, 4.33599, -3.76611], [-1.38625, -4.59009, 2.01365], [-0.19796, -4.19871, 2.87564], [-0.06097, -5.22825, 3.97999], [-0.45343, -2.84833, 3.49630], [1.10695, -4.20557, 2.06419], [1.15995, -3.19786, 0.91550], [0.13132, -3.44668, -0.02827], [-2.22176, -4.82756, 2.67581], [-1.66907, -3.74807, 1.38532], [-1.11509, -5.46443, 1.42153], [-0.97355, -5.22393, 4.57615], [0.79639, -4.95647, 4.59910], [0.09307, -6.20661, 3.52308], [-0.61366, -2.11655, 2.70434], [0.41257, -2.57631, 4.10129], [-1.34743, -2.91873, 4.11797], [1.21697, -5.22195, 1.67399], [1.91934, -4.00571, 2.76771], [2.12200, -3.29431, 0.40228], [1.07268, -2.17000, 1.27907], [0.20263, -2.77192, -0.72808]], "forces_ev_per_angstrom": [[-0.065, -1.465, 0.147], [-0.723, -0.191, -0.615], [0.361, 0.087, -0.052], [0.007, 0.465, -0.134], [1.700, 0.805, 0.283], [2.597, -1.168, -2.848], [-1.324, -2.809, -2.586], [-2.323, -0.941, 0.017], [-1.322, 1.351, 2.237], [2.136, 3.111, 2.127], [-0.211, -0.012, 0.581], [0.057, 0.352, -0.219], [0.582, -0.848, -0.570], [-0.566, 3.891, 1.355], [0.249, 1.406, 2.856], [-1.417, -2.082, -1.713], [0.904, 0.189, 1.091], [-3.072, -0.900, -3.227], [-0.129, 0.025, -0.899], [-0.513, 0.304, 0.865], [1.489, -0.906, 0.479], [0.400, 0.757, -1.218], [-0.856, -0.778, 0.992], [1.258, 0.948, 0.845], [0.506, 1.673, 0.173], [0.726, -0.127, -1.609], [0.903, -0.976, -1.759], [-0.860, -1.383, -1.011], [-0.381, 0.774, 0.951], [0.965, -0.211, 0.329], [-0.102, -0.138, 1.884], [-0.990, -1.217, 1.298], [-0.063, 0.153, 0.375], [-0.053, -0.159, -0.022], [0.132, 0.387, -0.332], [0.105, -0.313, -0.222], [-0.354, 0.164, -0.305], [-0.372, 0.056, -0.355], [0.221, -0.081, 0.346], [0.196, -0.036, 0.046], [0.252, -0.243, -0.079], [-0.042, 0.215, 0.003], [0.096, 0.000, -0.094], [-0.123, -0.077, -0.079], [-0.026, 0.123, 0.065], [0.037, -0.121, 0.096], [-0.112, -0.009, -0.045], [0.127, -0.018, -0.073], [-0.091, 0.134, 0.089], [-0.136, -0.002, -0.044], [0.198, -0.067, 0.435], [0.195, 0.009, 0.185], [-0.173, -0.102, -0.040]], "total_energy_ev": -48353.7664, "charge": 1}

=====

Entry 3:
{"formula": "C6H12N2O2P", "method": "the ωB97M-V functional and the def2-TZVPD basis", "species": ["C", "C", "C", "C", "C", "C", "N", "N", "O", "O", "P", "H", "H", "H", "H", "H", "H", "H", "H", "H", "H", "H", "H"], "positions_angstrom": [[-0.93863, -1.36000, -0.57552], [-0.75427, -1.70099, 0.73265], [0.98575, -0.22444, 1.59085], [-0.70825, -1.02031, 3.07569], [-1.62609, 1.89893, -3.40024], [2.77377, 0.64257, 0.16959], [-0.77660, -0.16278, -1.02851], [-0.12634, -0.95359, 1.70293], [-0.34099, 1.65487, -2.87590], [1.62180, -0.19402, 0.46653], [0.30829, 0.67161, -1.81603], [-1.35943, -2.20701, -1.11096], [-1.07208, -2.65695, 1.01541], [1.25160, 0.35944, 2.46415], [-1.17609, -1.86060, 3.36544], [0.08637, -0.81154, 3.70248], [-1.42118, -0.09107, 3.11160], [-2.45477, 1.64838, -2.67884], [-1.70600, 1.17742, -4.19335], [-1.75289, 2.84957, -3.90299], [3.42835, 0.82052, 1.04445], [2.52046, 1.57470, -0.34105], [3.23722, -0.05470, -0.51837]], "forces_ev_per_angstrom": [[-0.232, -2.382, 3.545], [0.113, -0.133, -2.195], [-2.046, -0.836, -0.290], [-0.468, 5.789, -2.166], [-1.879, -1.545, -0.020], [0.768, -0.744, 0.358], [1.377, 3.330, -3.456], [1.602, 0.919, 1.399], [0.995, 0.565, 1.083], [-0.387, 0.187, 0.457], [-1.527, -0.422, -0.126], [-0.074, 0.437, -0.778], [-0.340, -1.141, 0.724], [0.442, 0.043, -0.103], [-1.565, -3.144, 0.238], [1.388, 0.263, 1.690], [0.949, -1.992, 0.242], [0.993, 0.612, -0.504], [-0.383, -0.409, -0.487], [0.467, 0.471, 0.642], [-0.587, -0.172, -0.320], [-0.338, -0.246, 0.274], [0.732, 0.551, -0.208]], "e_above_lowest_kj_mol": 257.1, "smiles": "CO\\C=[N+](C)/C=C\\N=P\\OC", "charge": 1}

=====

Entry 4:
{"formula": "C7H12O", "method": "the ωB97M-V functional and the def2-TZVPD basis", "species": ["O", "C", "C", "C", "C", "C", "C", "C", "H", "H", "H", "H", "H", "H", "H", "H", "H", "H", "H", "H"], "positions_angstrom": [[-0.85980, -3.41870, 0.88191], [-0.21549, -2.44336, 1.18217], [0.90967, -1.79911, 0.25711], [0.89439, -0.25902, 0.45215], [-0.42187, 0.40371, 0.08732], [-1.43127, 0.38383, 1.12034], [-0.51276, 0.96532, -1.22558], [0.37634, 2.16758, -1.37537], [-0.42305, -1.96160, 2.13051], [1.85667, -2.08763, 0.61146], [0.81302, -2.16075, -0.73272], [1.79631, 0.02010, -0.22673], [1.11757, 0.07648, 1.47866], [-1.14799, 0.13072, 2.06936], [-2.56489, 0.75349, 1.08231], [-0.43713, 0.20870, -1.99101], [-1.45264, 1.40972, -1.39101], [1.41928, 2.21408, -1.00252], [-0.13089, 3.06201, -0.96472], [0.41454, 2.33444, -2.44366]], "forces_ev_per_angstrom": [[-0.382, -0.937, -0.476], [1.448, 0.674, -1.252], [-2.470, 0.500, 3.011], [0.221, 0.630, -1.955], [-0.629, -1.150, 3.445], [-1.432, 1.267, -3.620], [0.038, 0.422, 0.138], [0.701, 1.488, -0.805], [0.287, 0.527, 0.512], [1.320, -0.831, 0.652], [-0.406, -0.075, -1.157], [-1.422, 0.355, 1.002], [0.369, -0.673, 0.090], [0.736, -0.761, 2.421], [2.676, -0.687, -0.493], [0.652, -0.289, -0.800], [-1.718, 0.180, -0.122], [-0.586, -0.699, -0.006], [0.208, -0.470, 0.064], [0.389, 0.529, -0.650]], "multiplicity": 2, "e_above_lowest_kj_mol": 178.0, "charge": -1}

=====

Entry 5:
{"formula": "C4H6BrN2", "method": "the ωB97M-V functional and the def2-TZVPD basis", "species": ["C", "C", "C", "C", "N", "N", "Br", "H", "H", "H", "H", "H", "H"], "positions_angstrom": [[1.38434, 0.16618, -0.97264], [2.09792, 0.71093, -0.10404], [-1.46844, 0.25874, 0.59035], [0.25973, -0.93495, -0.60471], [-0.77135, 0.26215, 1.66370], [-0.99412, -0.34307, -0.52685], [-1.37696, 1.06942, 3.17942], [1.39264, 0.32695, -2.04265], [2.61438, 1.06205, 0.75281], [-2.46054, 0.69870, 0.48369], [0.31537, -1.67145, -1.40401], [0.55080, -1.36477, 0.35547], [-1.54375, -0.24089, -1.37054]], "forces_ev_per_angstrom": [[0.743, 0.653, -0.355], [-1.145, -0.822, -0.259], [-0.471, 0.810, 1.861], [-0.396, -0.659, 0.881], [0.697, -0.529, -1.231], [0.190, -0.404, -1.108], [-0.389, 0.205, 0.046], [0.203, 0.172, -0.124], [0.405, 0.398, 0.347], [0.056, 0.018, 0.030], [0.108, 0.148, 0.018], [-0.104, 0.054, -0.244], [0.103, -0.045, 0.138]], "e_above_lowest_kj_mol": 455.8, "charge": 1}

=====

Which formula does entry 1 have?
C60H40BrFeN4O2P2S2